19
Properties=species:S:1:pos:R:3:forces:R:3 method="wB97M-V/def2-TZVPD" mol_weight_g_mol=129.23 smiles="CSC(C)=C=N.C=C" relative_energy_ev=2.9955 e_tot_ev=-18722.49894 spin_multiplicity=1 homo_lumo_gap_ev=9.5 e_lumo_ev=0.883 max_force_ev_per_a=2.412 charge=0
C 0.2092 -1.0363 -0.4619 -0.761 0.430 0.407
C 2.9851 0.8611 -0.7190 0.105 -1.977 -0.184
C -0.4449 -0.0818 1.7803 -0.469 1.194 0.947
C -3.1497 -0.1255 -0.7992 -2.207 0.974 -0.012
C 2.1200 0.9411 0.2712 0.321 0.138 0.689
C -0.4913 -0.2170 0.2768 -0.932 -0.070 0.804
N 0.7392 -1.8413 -1.1867 0.966 -0.391 -0.859
S -1.5974 0.9087 -0.5277 -1.275 -1.001 -0.739
H 2.9042 1.3111 -1.7019 0.038 0.132 0.207
H 3.5919 -0.0535 -0.5662 0.666 1.104 -0.620
H 1.6246 -1.5170 -1.6119 -0.349 -0.205 0.309
H -0.2330 1.0270 1.9958 -0.453 -1.506 -0.088
H -1.4483 -0.3453 2.2867 1.566 0.351 -0.893
H 0.3759 -0.6305 2.2596 -0.320 -0.133 -0.206
H -3.0385 -1.1934 -0.8414 0.834 -0.427 0.365
H -3.6848 0.0656 -1.7615 1.120 0.450 0.261
H -4.0360 0.0778 -0.1019 1.708 -0.069 -0.232
H 2.3619 0.3395 1.1639 -0.619 0.369 -0.409
H 1.2120 1.5097 0.2450 0.060 0.638 0.252